A single C4H5ClF2 molecule. Source: the Open Molecules 2025 dataset; level of theory: ωB97M-V with the def2-TZVPD basis set.

XYZ file:
```
12
Properties=species:S:1:pos:R:3
C -2.032 0.103 -0.278
C -0.584 -0.220 -0.025
C 0.575 0.351 -0.203
C 1.810 0.015 0.469
H -2.252 0.965 -0.897
H -2.583 0.145 0.710
H -0.370 -1.038 0.583
H 1.777 -0.685 1.328
H 2.402 0.871 1.009
F -2.475 -1.073 -0.869
F 0.790 1.310 -1.054
Cl 2.943 -0.745 -0.773
```

Calculated values
Spin multiplicity: 1
LUMO in eV: 0.75
Energy above the lowest of the compared OMol25 structures with the same formula, charge and spin in kJ/mol: 99.9
Charge: 0

For reference, the Löwdin charges in units of e are: C -0.1543; C -0.0055; C -0.4740; C -0.4732; H 0.1161; H 0.1352; H 0.0987; H 0.0847; H 0.1271; F -0.0657; F 0.0914; Cl 0.5195